#one
# C6H13NO

A structure of composition C6H13NO (ωB97M-V/def2-TZVPD, OMol25).

Summary:
Net charge ... -1
E_LUMO (spin up / spin down) ... 3.9 / 2.6 eV
HOMO (spin up / spin down) ... -3.049 / -3.020 eV
2S+1 ... 2
Expectation value of S² ... 0.7600
Gap between HOMO and LUMO (spin up / spin down) ... 6.983 / 5.574 eV

Atoms and positions in Å:
C 2.485 -0.173 0.416
O 1.662 0.961 -2.154
C 1.301 -0.147 1.010
C 0.353 0.969 0.654
C -1.052 0.541 0.197
C -1.901 -1.100 -1.450
C -0.979 -0.224 -1.067
N -1.622 -0.851 2.276
H 3.214 -0.951 0.639
H 2.816 0.571 -0.295
H 1.767 1.596 -2.883
H 0.949 -0.931 1.677
H 0.733 1.477 -0.244
H 0.296 1.697 1.472
H -1.725 1.393 0.166
H -1.340 -0.163 1.248
H -1.838 -1.675 -2.361
H -2.751 -1.376 -0.811
H -0.011 -0.148 -1.590
H -2.212 -1.665 2.246
H -1.811 -0.308 3.102

#two
# C6H13NO

A cluster of 2 separate species, C6H13NO in total (ωB97M-V/def2-TZVPD, OMol25).

Summary:
Net charge ... -1
E_LUMO (spin up / spin down) ... 3.3 / 3.3 eV
HOMO (spin up / spin down) ... 1.070 / -4.807 eV
2S+1 ... 2
Expectation value of S² ... 0.7504
Gap between HOMO and LUMO (spin up / spin down) ... 2.239 / 8.066 eV

Atoms and positions in Å:
C -0.419 3.736 1.064
C 0.167 2.373 1.011
C -0.235 1.309 0.307
N 0.200 0.012 0.612
C -0.113 -1.090 -0.308
C 0.712 -1.540 -2.641
C 0.129 -0.733 -1.752
H -0.732 3.985 2.086
H 0.354 4.493 0.858
H -1.250 3.842 0.372
H 1.175 2.255 1.427
H -1.091 1.294 -0.358
H 1.129 -0.072 1.009
H -1.183 -1.320 -0.257
H 0.390 -2.026 -0.065
H 1.131 -2.510 -2.406
H 0.695 -1.257 -3.684
H -0.259 0.217 -2.108
H 0.299 -4.822 1.327
H -0.988 -3.956 1.568
O -0.111 -4.190 1.939

#three
# C6H13NO

A cluster of 2 separate species, C6H13NO in total (ωB97M-V/def2-TZVPD, OMol25).

Summary:
Net charge ... -1
E_LUMO (spin up / spin down) ... 4.0 / 3.3 eV
HOMO (spin up / spin down) ... -1.786 / -1.723 eV
2S+1 ... 2
Expectation value of S² ... 0.7554
Gap between HOMO and LUMO (spin up / spin down) ... 5.829 / 5.062 eV

Atoms and positions in Å:
C -2.739 0.114 -0.171
C -1.393 0.109 0.099
N -0.475 0.725 -0.627
C 1.434 -1.623 0.956
C 1.601 -0.672 -0.140
C 0.832 0.742 -0.151
C 1.621 1.678 -1.020
O -1.046 -0.417 1.350
H -3.395 -0.360 0.560
H -3.141 0.867 -0.847
H -0.785 -2.617 -0.704
H -1.158 -2.074 -1.060
H -0.263 -0.951 1.308
H 0.911 -2.549 0.728
H 2.022 -1.587 1.847
H 1.307 -1.101 -1.093
H 2.660 -0.371 -0.215
H 0.822 1.040 0.914
H 2.696 1.713 -0.842
H 1.402 1.426 -2.051
H 1.264 2.681 -0.890

Of them, #one has the lowest stability.

#one
# C2H2OS

A cluster of 2 separate species, C2H2OS in total (ωB97M-V/def2-TZVPD, OMol25).

Summary:
Net charge ... 0
E_LUMO (spin up / spin down) ... -0.4 / -0.4 eV
HOMO (spin up / spin down) ... -7.404 / -7.404 eV
2S+1 ... 1
Gap between HOMO and LUMO (spin up / spin down) ... 7.046 / 7.047 eV

Atoms and positions in Å:
C -0.340 1.213 -0.606
C -1.192 -0.977 0.324
O 0.643 1.694 -0.158
S -0.194 -2.075 0.911
H -1.256 1.464 -1.205
H -2.172 -1.053 0.176

#two
# C2H2OS

The molecule C2H2OS (ωB97M-V/def2-TZVPD, OMol25).

Summary:
Net charge ... 0
E_LUMO ... -1.5 eV
HOMO ... -9.393 eV
2S+1 ... 1
Gap between HOMO and LUMO ... 7.871 eV
SMILES ... O=CC=S

Atoms and positions in Å:
O -1.836 -0.015 -0.161
C -0.739 0.430 0.002
C 0.551 -0.434 -0.035
S 2.084 0.068 -0.109
H -0.582 1.505 0.214
H 0.522 -1.554 0.088

#three
# C2H2OS

The molecule C2H2OS (ωB97M-V/def2-TZVPD, OMol25).

Summary:
Net charge ... 0
E_LUMO ... 0.5 eV
HOMO ... -9.177 eV
2S+1 ... 1
Gap between HOMO and LUMO ... 9.692 eV
SMILES ... O=C1CS1

Atoms and positions in Å:
O 1.628 -1.271 -0.003
C 0.991 -0.266 0.016
C -0.732 0.142 -0.015
S 0.704 1.376 -0.010
H -1.332 -0.021 -0.849
H -1.259 0.040 0.862

Of them, #one has the lowest stability.

#one
# C2H4FNO2

A cluster of 2 separate species, C2H4FNO2 in total (ωB97M-V/def2-TZVPD, OMol25).

Summary:
Net charge ... 0
E_LUMO (spin up / spin down) ... -1.0 / -1.1 eV
HOMO (spin up / spin down) ... -9.632 / -9.608 eV
2S+1 ... 1
Gap between HOMO and LUMO (spin up / spin down) ... 8.648 / 8.556 eV

Atoms and positions in Å:
C 0.373 -0.408 0.935
C -1.328 0.249 -0.678
N 1.458 -0.029 0.053
O 1.870 1.095 0.248
O 1.814 -0.765 -0.862
F -2.093 1.080 -0.038
H 0.267 -1.494 0.918
H 0.140 0.288 1.595
H -1.946 -0.597 -0.861
H -0.555 0.581 -1.310

#two
# C2H4FNO2

The molecule C2H4FNO2 (ωB97M-V/def2-TZVPD, OMol25).

Summary:
Net charge ... 0
E_LUMO ... 0.7 eV
HOMO ... -10.895 eV
2S+1 ... 1
Gap between HOMO and LUMO ... 11.590 eV
SMILES ... N[C@H](F)C(=O)O

Atoms and positions in Å:
N -1.146 0.102 -0.372
C -0.070 0.589 0.452
F 0.160 1.880 -0.030
C 1.114 -0.355 0.127
O 2.202 -0.036 -0.172
O 0.790 -1.715 -0.011
H -0.799 -0.238 -1.199
H -1.718 0.923 -0.659
H -0.407 0.760 1.528
H -0.127 -1.911 0.336

Of them, #one has the lowest stability.